1 | Molecular formula: C4H13NO3
Method: DFT, ωB97M-V/def2-TZVPD

The geometry in XYZ format:
```
21
Properties=species:S:1:pos:R:3
C 0.4301 -0.5022 1.1021
C 0.0371 -1.0895 -0.3035
C -1.4500 -1.4847 -0.5949
O -2.3500 -0.4490 -0.3927
N 0.3347 0.8531 1.0537
C 1.5975 1.4035 0.7552
O 2.5768 -0.6739 -0.5509
H 1.3979 -0.8390 1.3922
H -0.2749 -1.0866 1.7074
H 0.3470 -0.3637 -1.0444
H 0.5390 -2.0681 -0.3328
H -1.6706 -2.2937 0.1336
H -1.4873 -1.9762 -1.6158
H -1.9549 0.5516 -0.5962
H -0.4193 1.2832 0.4205
H 1.4964 2.4547 0.4710
H 2.3014 1.2608 1.5680
H 3.4824 -1.0026 -0.7142
H -1.7093 1.9881 -1.5864
H 2.0212 0.8366 -0.1695
O -1.6386 1.8123 -0.6708
```

Properties
2S+1: 1
Orbital gap, eV: 4.4894
LUMO level, Ha: -0.1588
HOMO energy, eV: -8.8104
Molar mass, g/mol: 123.2

Atom charges from the Mulliken analysis, given in e for atoms 1 to 6: -0.5955 -0.7122 -0.5893 -0.5783 0.0402 -0.7072

***

2 | Molecular formula: C4H13NO3
Method: DFT, ωB97M-V/def2-TZVPD

The geometry in XYZ format:
```
21
Properties=species:S:1:pos:R:3
C -1.5073 -1.8803 -0.8737
N -0.4189 -0.9224 -0.8602
C -0.7262 0.2270 -0.0385
C -0.3668 0.0142 1.4625
C 0.1111 1.2517 2.1517
O 1.2674 1.4342 2.4608
H -1.2721 -2.7556 -1.4873
H -2.3878 -1.4444 -1.3573
H -1.7533 -2.2565 0.1235
H 0.5023 -1.3060 -0.7010
H -1.7805 0.4921 -0.1438
H -0.1395 1.0726 -0.3971
H -1.1723 -0.4390 2.0596
H 0.4473 -0.6945 1.4770
H -0.6118 2.0360 2.4568
O 0.3299 2.3800 -2.4566
H 0.1012 1.5008 -2.7727
H 1.2885 2.4509 -2.4160
O 2.5822 -0.7869 0.4619
H 2.5670 -0.1843 -0.3029
H 2.9396 -0.1895 1.1534
```

Properties
2S+1: 1
Orbital gap, eV: 9.3459
LUMO level, Ha: 0.0207
HOMO energy, eV: -8.7819
Molar mass, g/mol: 123.2

Atom charges from the Mulliken analysis, given in e for atoms 1 to 6: -0.9091 -0.2541 -0.8380 -0.3994 -0.1566 -0.4737

***

Least stable structure: 1

***

1 | Molecular formula: C4H13NO3
Method: DFT, ωB97M-V/def2-TZVPD

The geometry in XYZ format:
```
21
Properties=species:S:1:pos:R:3
C 2.4219 1.8364 -0.1369
N 1.8108 1.2582 -1.0742
C 0.4654 0.8003 -0.9798
C 0.1619 -0.4815 -1.1975
C -0.5600 1.8479 -0.6577
H 3.4139 2.1997 -0.4548
H 2.0765 2.0216 0.8695
H 0.7801 -1.2451 -1.6067
H -0.9044 -0.7449 -1.1911
H -0.2740 2.5620 0.1119
H -1.5581 1.4319 -0.5001
H -0.6129 2.4945 -1.5401
O -2.3457 -1.2690 1.7165
H -1.9617 -1.8700 2.3581
H -1.6411 -0.7585 1.3034
O 1.8966 -1.5912 2.0921
H 1.4086 -1.9324 1.3355
H 2.5851 -2.2583 2.1943
O -2.7203 -1.4261 -0.9984
H -2.4966 -1.6950 -0.0938
H -1.9458 -1.1807 -1.5502
```

Properties
2S+1: 1
Orbital gap, eV: 9.5386
LUMO level, Ha: 0.0152
HOMO energy, eV: -9.1252
Molar mass, g/mol: 123.2

Atom charges from the Mulliken analysis, given in e for atoms 1 to 6: -0.2694 -0.4918 0.8886 -1.0168 -1.0828 0.2707

***

2 | Molecular formula: C4H13NO3
Method: DFT, ωB97M-V/def2-TZVPD

The geometry in XYZ format:
```
21
Properties=species:S:1:pos:R:3
C 1.5007 1.6239 0.6260
C 0.1963 1.8690 -0.0825
O -0.9031 1.8697 0.4977
O 0.3742 2.6071 -1.1900
H 1.3305 1.2905 1.6394
H 2.1240 2.5140 0.6008
H 2.0193 0.8353 0.0885
H -0.4819 2.7950 -1.6029
C 0.4737 -1.8909 -1.3431
N -0.1302 -0.6390 -1.7339
H -0.1926 -2.6101 -0.8370
H 1.3326 -1.6903 -0.6921
H 0.8398 -2.4108 -2.2406
H -0.3941 -0.0033 -0.8609
H -0.9754 -0.8074 -2.2734
C -1.0889 -1.1776 1.7816
O -1.7662 -0.6011 0.7009
H -1.3324 -0.6929 2.7370
H 0.0015 -1.0984 1.6581
H -1.3430 -2.2335 1.8241
H -1.5848 0.4509 0.7025
```

Properties
2S+1: 1
Orbital gap, eV: 9.2334
LUMO level, Ha: 0.0171
HOMO energy, eV: -8.7674
Molar mass, g/mol: 123.2

Atom charges from the Mulliken analysis, given in e for atoms 1 to 6: -1.0233 0.8094 -0.6457 -0.4340 0.3080 0.3743

***

Least stable structure: 1

***

1 | Molecular formula: C6H16O
Method: DFT, ωB97M-V/def2-TZVPD

The geometry in XYZ format:
```
23
Properties=species:S:1:pos:R:3
C 0.1856 1.8969 1.3551
C -0.7440 1.2527 0.3204
C -1.8122 0.3256 0.9536
C -1.5088 2.3127 -0.4822
H 1.2086 1.9272 0.9709
H 0.1552 1.3948 2.3156
H -0.0523 2.9531 1.4961
H -0.2136 0.6807 -0.4425
H -2.2929 0.7462 1.8319
H -2.5136 0.1021 0.1510
H -1.4723 -0.6781 1.2425
H -1.9519 1.8242 -1.3527
H -2.3029 2.8674 0.0167
H -0.7893 3.0727 -0.8119
C 2.5074 -2.2187 -0.7919
C 1.0446 -2.4528 -1.2371
O 0.1834 -2.8823 -0.1831
H 2.5616 -1.1919 -0.4165
H 3.0800 -2.1468 -1.7172
H 2.9376 -2.9169 -0.0859
H 0.6538 -1.4907 -1.5607
H 1.0690 -3.2357 -1.9865
H 0.0670 -2.1424 0.4145
```

Properties
2S+1: 1
Orbital gap, eV: 11.1036
LUMO level, Ha: 0.0327
HOMO energy, eV: -10.2142
Molar mass, g/mol: 104.2

Atom charges from the Mulliken analysis, given in e for atoms 1 to 6: -1.3866 1.3798 -1.4307 -1.7010 0.3290 0.3711

***

2 | Molecular formula: C6H16O
Method: DFT, ωB97M-V/def2-TZVPD

The geometry in XYZ format:
```
23
Properties=species:S:1:pos:R:3
C 0.0000 0.0000 0.0000
C 0.0104 -1.4186 0.6827
C -0.9163 -2.4869 0.1333
C -0.4927 -3.9162 0.5629
C -1.2189 -5.0275 -0.1644
C -0.7718 -6.3919 0.2987
H 0.1515 -0.1550 -1.0815
H 0.8051 0.6523 0.3781
H -0.9662 0.5104 0.1503
H 1.0575 -1.7193 0.4866
H -0.1449 -1.4349 1.7786
H -1.9388 -2.2312 0.4718
H -0.9176 -2.4842 -0.9737
H 0.5848 -4.0277 0.3348
H -0.6182 -4.0257 1.6573
H -2.3163 -4.8895 -0.1186
H -0.9117 -4.9330 -1.2237
H -1.2247 -6.5598 1.2903
H 0.3057 -6.6192 0.3611
H -1.2365 -7.0853 -0.4223
O 1.3930 -7.1440 -4.0857
H 0.7582 -7.8679 -3.8826
H 0.9447 -6.3259 -3.7729
```

Properties
2S+1: 1
Orbital gap, eV: 11.6064
LUMO level, Ha: 0.0254
HOMO energy, eV: -10.9145
Molar mass, g/mol: 104.2

Atom charges from the Mulliken analysis, given in e for atoms 1 to 6: -1.1775 -0.4352 -0.4939 -0.6444 -0.2855 -1.2272

***

3 | Molecular formula: C6H16O
Method: DFT, ωB97M-V/def2-TZVPD

The geometry in XYZ format:
```
23
Properties=species:S:1:pos:R:3
C 1.6192 2.5104 -1.1701
C 0.4499 1.7957 -0.3882
C 0.9716 0.5672 0.3652
C 1.4152 1.0035 1.7837
C -0.1634 -0.5046 0.5807
C 0.2109 -1.9498 0.7389
H 2.5446 2.6817 -0.6488
H 2.0035 1.8364 -1.9658
H 1.5215 3.5864 -1.3432
H -0.1802 1.5008 -1.1693
H 0.0731 2.4804 0.4239
H 1.8142 0.2686 -0.1381
H 0.7130 0.8259 2.5941
H 1.4799 2.0977 1.7483
H 2.3683 0.7802 2.1241
H -0.7448 -0.1746 1.4177
H -0.8296 -0.3309 -0.2558
H 0.8982 -2.2222 1.4467
H -0.7540 -2.3829 1.0708
H 0.7158 -2.3211 -0.2660
O -5.6098 -3.7842 -2.0810
H -5.0115 -3.5245 -2.7720
H -5.5056 -4.7400 -2.0957
```

Properties
2S+1: 1
Orbital gap, eV: 11.3771
LUMO level, Ha: 0.0340
HOMO energy, eV: -10.4533
Molar mass, g/mol: 104.2

Atom charges from the Mulliken analysis, given in e for atoms 1 to 6: -1.3463 -0.6079 0.4241 -1.5411 -0.7510 -1.1681

***

Least stable structure: 3

***

1 | Molecular formula: C5H16NS2
Method: DFT, ωB97M-V/def2-TZVPD

The geometry in XYZ format:
```
24
Properties=species:S:1:pos:R:3
C 0.6944 -1.1101 -1.0876
C 0.9678 0.1359 -1.9002
C 2.4267 0.1868 -2.3864
N -0.7142 -1.1289 -0.5822
H 0.8341 -2.0068 -1.6921
H 1.3508 -1.1729 -0.2224
H 0.8052 1.0305 -1.2922
H 0.2844 0.1989 -2.7495
H 3.1075 -0.0132 -1.5599
H 2.5991 -0.5468 -3.1707
H 2.6262 1.1828 -2.7700
H -0.8434 -0.3398 0.0902
H -1.3919 -1.0523 -1.3415
H -0.9018 -1.9851 -0.0553
C 0.2224 2.3479 1.5297
S -0.0576 0.6175 2.0638
S -2.1671 0.7449 2.2928
C -2.5789 -1.0014 2.5824
H -0.5652 2.6335 0.8370
H 0.1721 2.9491 2.4321
H 1.2081 2.3941 1.0800
H -1.7886 -1.5675 3.0706
H -3.4692 -1.0249 3.2034
H -2.8210 -1.4721 1.6280
```

Properties
2S+1: 1
Net charge: +1
Orbital gap, eV: 8.5934
LUMO level, Ha: -0.1167
HOMO energy, eV: -11.7681
Molar mass, g/mol: 154.3

Atom charges from the Mulliken analysis, given in e for atoms 1 to 6: -0.6378 -0.1062 -1.3289 -0.1467 0.3838 0.3642

***

2 | Molecular formula: C5H16NS2
Method: DFT, ωB97M-V/def2-TZVPD

The geometry in XYZ format:
```
24
Properties=species:S:1:pos:R:3
C 0.3695 -1.5112 2.6091
C -0.5797 -2.6765 2.3201
S -1.6113 -2.3143 0.8559
S -0.3356 -3.0779 -0.6903
H -0.1771 -0.6068 2.9134
H 0.9625 -1.2538 1.7150
H 1.0877 -1.6821 3.4139
H -1.2493 -2.8259 3.1924
H -0.0187 -3.5902 2.1358
H 0.5339 -2.0549 -0.7246
C -0.3537 0.9421 -1.2726
C 0.6116 2.0987 -1.3145
C 0.8047 2.5413 -2.6998
N -0.7031 0.6215 0.1731
H -1.3111 1.1262 -1.7765
H 0.0459 -0.0040 -1.6548
H 1.5600 1.7722 -0.8681
H 0.2020 2.8841 -0.6489
H 1.0493 1.6483 -3.3103
H -0.1726 2.9329 -3.0600
H 1.5647 3.3163 -2.8701
H 0.1854 0.6278 0.7513
H -1.3077 1.3905 0.5253
H -1.1572 -0.3045 0.2854
```

Properties
2S+1: 1
Net charge: +1
Orbital gap, eV: 9.9371
LUMO level, Ha: -0.1202
HOMO energy, eV: -13.2067
Molar mass, g/mol: 154.3

Atom charges from the Mulliken analysis, given in e for atoms 1 to 6: -0.9081 -0.3447 -0.1754 -0.0820 0.2790 0.1506

***

Least stable structure: 2